17
Properties=species:S:1:pos:R:3:forces:R:3:lowdin_charge:R:1 method="wB97M-V/def2-TZVPD" total_energy_ha=-760.90690 lumo_energy_ev=-4.63 homo_lumo_gap_ha=0.1577 e_above_lowest_kcal_mol=223.7
S -0.921 -0.497 -2.880 -1.026 -0.048 0.449 0.332
O 0.257 0.441 2.021 0.360 0.583 -2.916 0.049
O 0.106 -1.883 1.932 -0.423 -1.014 -1.481 -0.136
N 0.341 -0.774 -0.153 -2.388 0.782 6.261 0.169
C 0.286 0.447 0.642 1.929 -4.639 1.091 -0.581
C -0.536 1.615 0.179 0.500 2.145 -0.907 0.039
C 1.049 1.496 -0.054 0.134 4.652 2.245 -0.003
C -0.310 -1.951 0.638 1.668 1.331 -0.111 -0.268
H 0.092 -2.783 -0.005 -0.725 -0.159 0.936 0.143
H -0.198 -0.423 -3.991 0.552 0.140 -0.045 -0.309
H 1.289 1.813 -1.035 0.548 -1.575 -1.282 0.086
H -1.351 1.264 -0.558 1.716 1.157 0.798 0.123
H 1.810 2.039 0.721 -2.544 -0.992 -1.647 0.181
H 0.220 -0.661 2.152 -0.279 -1.298 0.582 0.010
H -0.051 -0.725 -1.055 -0.075 0.468 -3.389 -0.122
H -1.433 -1.781 0.452 1.008 -0.351 0.033 0.163
H -0.652 2.361 0.995 -0.956 -1.183 -0.618 0.125

***

96
Properties=species:S:1:pos:R:3:forces:R:3:lowdin_charge:R:1 method="wB97M-V/def2-TZVPD" total_energy_ha=-2497.83544 lumo_energy_ev=0.03 homo_lumo_gap_ha=0.3442 e_above_lowest_kcal_mol=212.3
O -2.553 2.262 -7.000 -0.648 0.656 1.347 -0.057
O -3.144 -3.682 3.017 0.158 3.225 -0.933 0.041
O -5.764 1.752 0.859 3.518 0.197 0.888 0.062
O -1.599 0.470 7.487 2.001 -1.551 0.728 0.024
O 1.596 1.164 -0.889 4.735 0.454 -3.027 0.074
O 0.322 -5.594 -3.457 0.100 -0.199 -0.485 -0.048
O -3.178 3.953 -9.418 0.391 -0.043 0.155 -0.059
O 8.033 -3.565 0.085 0.993 0.308 0.460 0.002
O -4.495 -3.598 -5.521 0.068 -0.554 -0.734 -0.047
O 4.870 5.292 -6.623 0.283 -0.483 -0.156 0.015
O -6.954 -5.106 -4.181 -0.352 0.800 -0.106 -0.072
O 3.757 7.458 1.337 0.167 2.869 0.184 0.057
O 2.616 -5.314 -0.623 -1.208 0.332 -0.782 -0.086
O 3.235 1.538 6.615 -0.027 -0.291 0.262 -0.075
O 3.034 1.247 9.438 -0.721 0.187 0.438 -0.014
N 9.674 -2.524 1.227 4.335 -0.687 1.726 0.159
N 4.351 5.393 1.087 4.337 -4.962 -4.023 0.160
N 3.073 5.804 2.673 -3.443 0.263 4.716 0.161
N -1.826 -5.399 3.308 5.178 -2.186 -0.449 0.166
N 3.281 5.736 -5.201 -3.798 4.694 4.104 0.167
N -7.087 0.076 0.274 0.438 -7.534 1.372 0.166
N 0.657 0.674 1.029 0.984 -1.047 2.220 0.154
N -7.552 2.020 -0.332 -3.267 3.325 -2.746 0.157
N -3.098 1.596 8.624 -1.490 2.282 6.135 0.175
N 8.019 -1.369 0.347 -0.380 3.732 0.035 0.157
N 3.630 3.682 -5.643 -0.472 -4.602 0.106 0.155
N -3.470 1.055 6.610 -4.900 0.525 -4.591 0.176
N -0.589 1.075 -0.743 -2.973 -0.149 -1.372 0.154
N -3.689 -5.279 4.373 -1.548 -2.371 3.853 0.152
C 3.963 0.475 8.818 2.319 -1.290 -3.098 -0.298
C 4.323 1.018 7.384 0.351 1.417 0.768 -0.229
C 8.585 -2.543 0.522 -4.414 -2.688 -2.631 -0.768
C -5.795 -4.502 -3.603 1.093 -1.001 -0.937 -0.234
C 0.629 -5.308 -2.123 0.041 0.831 1.320 -0.272
C -2.252 2.888 -9.270 1.186 -1.125 0.300 -0.259
C 0.641 0.900 -0.276 -3.140 1.286 1.343 -0.816
C -2.806 -4.643 3.649 -4.142 1.472 -2.429 -0.819
C 4.010 4.917 -5.826 3.379 0.383 -3.821 -0.812
C -6.684 1.272 0.267 -0.179 4.767 0.754 -0.867
C -2.706 0.947 7.612 4.808 -1.424 -2.259 -0.870
C 3.773 6.323 1.719 -1.025 1.751 -0.778 -0.856
C -1.616 2.840 -7.848 -0.414 -0.744 -2.554 -0.257
C -5.266 -3.301 -4.403 -1.268 0.108 1.461 -0.275
C 2.090 -4.959 -1.947 1.988 -0.456 0.071 -0.218
H 10.208 -1.673 1.331 -0.261 0.005 0.020 0.108
H 2.718 -5.472 -2.676 -0.359 -0.575 -0.258 0.114
H -8.464 1.602 -0.450 0.141 0.825 -0.690 0.109
H 2.343 1.152 8.780 -0.972 0.822 0.468 0.084
H -1.535 -6.049 4.024 0.621 -0.122 -0.521 0.111
H -3.207 0.804 5.668 -0.075 0.070 0.440 0.135
H -4.655 -2.692 -3.737 -0.132 0.125 0.390 0.114
H -5.913 -4.255 -2.547 -0.223 0.266 -0.064 0.115
H 4.928 0.357 9.311 -0.188 0.432 0.554 0.120
H 7.181 -1.151 -0.174 0.287 -0.724 0.102 0.122
H 0.367 -6.103 -1.425 0.072 -0.384 -0.119 0.118
H -0.719 1.576 -1.610 0.114 -0.326 0.189 0.113
H 3.889 3.003 -6.344 0.245 0.070 0.480 0.118
H -2.577 1.338 9.450 -0.421 0.504 0.284 0.131
H -7.420 -5.610 -3.510 0.085 0.011 0.036 0.078
H 0.063 -4.434 -1.801 -0.219 0.090 0.132 0.117
H 3.664 -0.548 8.588 -0.663 -0.437 0.585 0.110
H -6.166 -2.748 -4.672 -0.048 0.349 -0.117 0.119
H -4.684 -5.114 4.418 0.620 0.383 -0.032 0.122
H -8.054 -0.177 0.424 0.325 0.021 -0.154 0.124
H -0.186 0.620 1.583 0.653 0.087 0.135 0.108
H 3.574 -5.267 -0.660 0.020 0.073 -0.102 0.074
H -1.218 3.848 -7.729 -0.217 0.193 1.140 0.117
H -4.271 1.636 6.815 -0.188 -0.278 -1.276 0.112
H 4.970 0.353 6.813 -0.316 -0.538 -0.002 0.109
H -3.378 2.739 -7.120 -0.256 0.059 0.190 0.085
H 2.556 5.394 -4.588 0.067 0.307 -0.208 0.117
H 3.281 3.355 -4.753 -0.010 -0.003 -0.378 0.111
H 5.097 5.609 0.442 -0.366 -0.147 0.002 0.128
H -4.607 -2.840 -6.099 0.245 -0.158 -0.294 0.089
H 10.275 -3.296 0.976 -0.021 -0.178 0.427 0.122
H 4.202 4.432 1.363 0.466 0.246 -0.346 0.113
H 8.606 -0.585 0.595 -0.564 0.226 -0.147 0.099
H -1.122 -4.942 2.747 0.223 -0.244 0.245 0.127
H -7.353 2.985 -0.553 -0.359 -0.266 0.338 0.124
H -0.816 2.100 -7.802 0.400 0.365 -0.494 0.120
H -3.283 -6.083 4.831 -1.110 -0.128 0.242 0.099
H 3.426 6.736 -5.214 0.295 -0.385 -0.096 0.130
H -4.054 1.916 8.685 0.337 -0.135 0.519 0.118
H -5.042 -5.285 -3.684 0.550 0.061 0.382 0.113
H 1.586 0.889 1.360 -0.475 -0.379 0.904 0.113
H 3.092 4.842 2.980 0.106 0.538 -0.007 0.114
H -1.437 2.891 -9.994 0.099 0.610 -0.246 0.112
H 4.925 1.915 7.527 0.131 0.093 0.112 0.110
H 2.464 0.967 6.619 0.012 -0.391 -0.105 0.080
H -6.394 -0.360 0.864 -0.573 -1.347 0.244 0.127
H -1.373 1.043 -0.107 0.087 0.075 -0.396 0.101
H 2.601 6.508 3.222 -0.253 -0.570 0.247 0.122
H -0.566 -5.266 -3.620 0.014 -0.081 -0.162 0.087
H -3.157 4.203 -10.345 -0.184 0.143 0.037 0.084
H 2.325 -3.923 -2.192 -0.453 0.385 0.398 0.113
H -2.731 1.925 -9.446 -0.353 -0.114 0.133 0.112

***

26
Properties=species:S:1:pos:R:3:forces:R:3:lowdin_charge:R:1 method="wB97M-V/def2-TZVPD" total_energy_ha=-489.06329 lumo_energy_ev="0.05 / 0.40" homo_lumo_gap_ha="0.2602 / 0.3015" e_above_lowest_kcal_mol=107.4
O 3.235 1.029 -0.471 -3.181 0.068 0.640 0.170
O 3.049 -1.385 -0.225 -3.460 0.169 -1.004 0.167
C -2.186 0.494 -0.536 0.613 -1.505 1.661 -0.211
C -0.386 1.769 1.408 1.088 -2.650 0.514 -0.058
C -0.397 -1.279 -0.124 5.865 3.270 0.960 -0.095
C 0.953 0.174 -0.019 -3.581 -5.531 -0.863 0.148
C 0.117 1.365 -0.043 1.439 1.571 0.528 -0.406
C -1.774 -1.025 -0.434 -2.240 0.363 0.635 -0.197
C -1.064 1.304 -1.037 -0.125 3.616 0.029 -0.200
C 0.078 -2.616 0.306 1.533 1.449 -0.918 -0.093
B 2.479 -0.124 -0.305 -1.995 0.715 0.781 -0.617
H -2.313 -1.351 0.507 0.033 -0.299 -1.006 0.134
H -0.794 1.023 -2.049 0.446 0.170 -0.128 0.117
H 0.861 2.166 -0.357 -1.167 -0.304 0.181 0.145
H -0.823 0.891 1.994 0.258 0.804 -1.174 0.096
H -1.134 2.505 1.328 -0.726 1.238 0.147 0.050
H -0.320 -2.952 1.198 -1.739 -0.567 2.037 0.049
H -2.280 0.848 0.501 -0.500 -0.414 -0.229 0.085
H 0.435 2.017 2.102 -0.144 0.526 -0.715 0.081
H 4.110 0.878 -0.658 3.369 -0.403 -0.773 0.049
H -1.401 2.434 -1.003 0.357 -1.979 -0.675 0.149
H 1.143 -2.622 0.594 -0.239 -0.033 -1.018 0.077
H -3.155 0.647 -0.967 -0.312 -0.022 -0.740 0.103
H -0.211 -3.303 -0.453 0.205 -1.108 -0.690 0.073
H -2.114 -1.699 -1.290 0.217 0.869 0.853 0.140
H 3.891 -1.189 0.034 3.987 -0.013 0.965 0.043

***

26
Properties=species:S:1:pos:R:3:forces:R:3:lowdin_charge:R:1 method="wB97M-V/def2-TZVPD" total_energy_ha=-477.29578 lumo_energy_ev=-8.27 homo_lumo_gap_ha=0.3747 charge=+2 e_above_lowest_kcal_mol=85.9
N -1.482 -0.203 0.250 -0.987 1.508 0.271 -0.015
N 0.955 -1.019 -0.798 -1.264 0.192 1.655 0.064
N 0.690 0.417 -0.821 0.827 -1.478 -1.692 -0.025
C -0.650 0.767 -0.360 -0.300 2.130 -0.695 -0.254
C 1.801 1.087 -0.037 0.052 -0.513 1.230 -0.074
C -1.649 -0.010 1.719 2.715 0.258 0.685 0.080
C -0.941 2.045 -0.529 0.718 0.469 -1.161 0.206
C -2.304 -0.881 -0.420 1.017 -0.215 0.550 0.016
C 2.756 -0.017 0.334 2.286 0.000 1.119 -0.126
C 1.863 -1.213 0.352 -0.524 -0.181 -0.614 -0.144
C -3.109 -1.687 -0.957 -1.354 -1.536 -2.398 0.190
H 2.259 1.837 -0.600 0.472 1.265 -0.966 0.128
H -2.108 -0.867 2.042 -1.135 -2.174 1.047 0.082
H -0.594 -0.025 2.094 -1.025 0.169 0.068 0.119
H 2.285 -2.223 0.345 -0.009 0.386 -0.040 0.159
H 3.297 0.184 1.383 -1.131 -0.390 -2.519 0.198
H 3.488 -0.157 -0.484 0.061 0.247 0.677 0.137
H 1.196 -1.074 1.156 -0.617 -0.517 1.594 0.090
H -1.876 2.559 -0.542 -0.780 -0.179 0.851 0.110
H 1.332 1.495 0.837 -0.189 0.395 0.362 0.133
H 1.360 -1.238 -1.653 1.084 -0.544 -1.934 0.118
H -0.155 2.716 -0.929 -0.369 -0.573 0.236 0.127
H 0.717 0.661 -1.849 0.064 0.042 1.375 0.233
H -4.141 -1.351 -1.188 0.554 -0.101 0.198 0.143
H -2.802 -2.641 -1.508 -0.273 1.101 1.350 0.167
H -2.190 0.839 2.162 0.109 0.239 -1.250 0.138